Below is a cluster of 5 separate species, C42H96NO18P4 in total in a non-equilibrium geometry, with properties calculated with wB97M-V/def2-TZVPD.

Bonds (Å) are listed after each position.
Cartesian coordinates (Å):
1 C -0.366 2.470 -4.025  C2 1.535, H22 1.091, H23 1.092, H24 1.091
2 C 0.777 1.550 -3.574  C1 1.535, C3 1.548, H25 1.088, H26 1.090
3 C 0.201 0.490 -2.604  C2 1.548, C4 1.550, H27 1.090, H28 1.093
4 C 1.144 0.175 -1.414  C3 1.550, C5 1.538, H29 1.092, H30 1.093
5 C 0.453 0.638 -0.120  C4 1.538, C6 1.545, H31 1.092, H32 1.093
6 C 1.322 0.482 1.148  C5 1.545, C7 1.552, H33 1.090, H34 1.096
7 C 1.544 1.800 1.938  C6 1.552, C8 1.559, C12 1.555, C21 1.564
8 C 0.164 2.486 2.171  C7 1.559, O9 1.417, H35 1.095, H36 1.093
9 O -0.108 3.628 1.377  C8 1.417, C10 1.415
10 C -0.014 4.871 2.046  O9 1.415, C11 1.519, H37 1.099, H38 1.092
11 C 0.787 5.911 1.280  C10 1.519, H39 1.092, H40 1.089, H41 1.093
12 C 2.584 2.651 1.154  C7 1.555, C13 1.574, H42 1.091, H43 1.088
13 C 4.092 2.553 1.591  C12 1.574, C14 1.549, C15 1.541, N16 1.493
14 C 4.840 1.543 0.685  C13 1.549, H44 1.094, H45 1.090, H46 1.088
15 C 4.742 3.912 1.267  C13 1.541, H47 1.091, H48 1.092, H49 1.083
16 N 4.339 2.110 2.996  C13 1.493, O17 1.296, C18 1.479
17 O 5.300 2.804 3.521  N16 1.296
18 C 3.169 2.221 3.893  N16 1.479, C19 1.548, C20 1.536, C21 1.518
19 C 3.598 1.573 5.232  C18 1.548, H50 1.090, H51 1.087, H52 1.090
20 C 2.738 3.657 4.225  C18 1.536, H53 1.089, H54 1.086, H55 1.093
21 C 2.065 1.339 3.339  C7 1.564, C18 1.518, H56 1.090, H57 1.095
22 H -1.286 1.911 -4.203  C1 1.091
23 H -0.093 3.020 -4.929  C1 1.092
24 H -0.598 3.214 -3.262  C1 1.091
25 H 1.538 2.169 -3.102  C2 1.088
26 H 1.147 1.025 -4.454  C2 1.090
27 H -0.045 -0.419 -3.154  C3 1.090
28 H -0.732 0.877 -2.187  C3 1.093
29 H 2.125 0.640 -1.529  C4 1.092
30 H 1.316 -0.904 -1.403  C4 1.093
31 H -0.422 -0.009 -0.037  C5 1.092
32 H 0.132 1.665 -0.308  C5 1.093
33 H 2.280 0.001 0.952  C6 1.090
34 H 0.760 -0.172 1.824  C6 1.096
35 H -0.613 1.755 1.923  C8 1.095
36 H 0.026 2.687 3.236  C8 1.093
37 H -1.032 5.270 2.156  C10 1.099
38 H 0.391 4.801 3.058  C10 1.092
39 H 1.865 5.770 1.375  C11 1.092
40 H 0.520 5.974 0.227  C11 1.089
41 H 0.583 6.886 1.732  C11 1.093
42 H 2.547 2.329 0.112  C12 1.091
43 H 2.329 3.708 1.123  C12 1.088
44 H 5.859 1.502 1.079  C14 1.094
45 H 4.437 0.535 0.780  C14 1.090
46 H 4.889 1.893 -0.344  C14 1.088
47 H 4.394 4.665 1.976  C15 1.091
48 H 4.319 4.212 0.305  C15 1.092
49 H 5.824 3.856 1.231  C15 1.083
50 H 2.728 1.367 5.857  C19 1.090
51 H 4.267 2.222 5.789  C19 1.087
52 H 4.110 0.640 4.994  C19 1.090
53 H 2.745 4.323 3.363  C20 1.089
54 H 3.344 4.047 5.038  C20 1.086
55 H 1.710 3.602 4.592  C20 1.093
56 H 1.251 1.184 4.045  C21 1.090
57 H 2.521 0.356 3.174  C21 1.095
58 O -6.492 2.495 -0.137  P59 1.479
59 P -5.921 2.549 -1.500  O58 1.479, O60 1.614, O63 1.633, O66 1.620
60 O -5.157 3.964 -1.642  P59 1.614, C61 1.432
61 C -3.988 4.206 -0.852  O60 1.432, C62 1.516, H69 1.094, H70 1.090
62 C -2.756 3.534 -1.425  C61 1.516, H71 1.093, H72 1.092, H73 1.089
63 O -7.222 2.892 -2.426  P59 1.633, C64 1.429
64 C -8.547 2.616 -1.970  O63 1.429, C65 1.514, H74 1.090, H75 1.093
65 C -9.216 3.880 -1.475  C64 1.514, H76 1.090, H77 1.091, H78 1.091
66 O -5.153 1.805 -2.718  P59 1.620, C67 1.450
67 C -5.345 0.380 -2.906  O66 1.450, C68 1.517, H79 1.092, H80 1.089
68 C -6.596 0.081 -3.710  C67 1.517, H81 1.090, H82 1.090, H83 1.089
69 H -4.162 3.879 0.178  C61 1.094
70 H -3.848 5.286 -0.837  C61 1.090
71 H -2.840 2.446 -1.362  C62 1.093
72 H -1.862 3.839 -0.877  C62 1.092
73 H -2.633 3.785 -2.478  C62 1.089
74 H -8.544 1.845 -1.198  C64 1.090
75 H -9.100 2.218 -2.824  C64 1.093
76 H -8.625 4.357 -0.693  C65 1.090
77 H -10.209 3.663 -1.078  C65 1.091
78 H -9.314 4.600 -2.288  C65 1.091
79 H -5.369 -0.129 -1.940  C67 1.092
80 H -4.467 0.024 -3.443  C67 1.089
81 H -7.493 0.201 -3.102  C68 1.090
82 H -6.578 -0.948 -4.071  C68 1.090
83 H -6.682 0.759 -4.558  C68 1.089
84 O -5.358 7.453 3.365  P85 1.478
85 P -5.019 6.378 4.322  O84 1.478, O86 1.611, O89 1.636, O92 1.624
86 O -6.159 5.245 4.213  P85 1.611, C87 1.436
87 C -6.263 4.482 3.001  O86 1.436, C88 1.516, H95 1.094, H96 1.089
88 C -5.223 3.382 2.936  C87 1.516, H97 1.094, H98 1.090, H99 1.090
89 O -5.432 7.041 5.760  P85 1.636, C90 1.428
90 C -5.542 8.456 5.915  O89 1.428, C91 1.514, H100 1.090, H101 1.093
91 C -6.992 8.887 5.889  C90 1.514, H102 1.090, H103 1.091, H104 1.091
92 O -3.894 5.431 5.011  P85 1.624, C93 1.448
93 C -2.542 5.934 5.146  O92 1.448, C94 1.517, H105 1.093, H106 1.090
94 C -2.374 6.783 6.392  C93 1.517, H107 1.090, H108 1.091, H109 1.089
95 H -6.185 5.144 2.135  C87 1.094
96 H -7.261 4.047 2.995  C87 1.089
97 H -4.217 3.801 2.849  C88 1.094
98 H -5.402 2.739 2.074  C88 1.090
99 H -5.241 2.778 3.844  C88 1.090
100 H -4.963 8.980 5.155  C90 1.090
101 H -5.102 8.704 6.885  C90 1.093
102 H -7.484 8.556 4.975  C91 1.090
103 H -7.075 9.973 5.957  C91 1.091
104 H -7.534 8.443 6.726  C91 1.091
105 H -2.255 6.492 4.251  C93 1.093
106 H -1.897 5.058 5.207  C93 1.090
107 H -2.812 7.773 6.255  C94 1.090
108 H -1.317 6.919 6.620  C94 1.091
109 H -2.870 6.320 7.244  C94 1.089
110 O 3.775 -3.171 -0.377  P111 1.483
111 P 4.405 -4.311 0.332  O110 1.483, O112 1.619, O115 1.634, O118 1.619
112 O 5.510 -3.544 1.234  P111 1.619, C113 1.434
113 C 5.003 -2.759 2.321  O112 1.434, C114 1.519, H121 1.095, H122 1.090
114 C 4.756 -3.604 3.559  C113 1.519, H123 1.092, H124 1.091, H125 1.089
115 O 5.370 -4.944 -0.824  P111 1.634, C116 1.429
116 C 5.071 -4.770 -2.211  O115 1.429, C117 1.514, H126 1.090, H127 1.093
117 C 5.938 -3.685 -2.812  C116 1.514, H128 1.090, H129 1.092, H130 1.091
118 O 4.385 -5.698 1.167  P111 1.619, C119 1.453
119 C 3.360 -6.681 0.860  O118 1.453, C120 1.516, H131 1.092, H132 1.089
120 C 3.755 -7.553 -0.315  C119 1.516, H133 1.089, H134 1.090, H135 1.089
121 H 4.102 -2.223 2.007  C113 1.095
122 H 5.766 -2.016 2.554  C113 1.090
123 H 3.938 -4.309 3.398  C114 1.092
124 H 4.499 -2.973 4.411  C114 1.091
125 H 5.641 -4.191 3.804  C114 1.089
126 H 4.012 -4.555 -2.360  C116 1.090
127 H 5.279 -5.724 -2.702  C116 1.093
128 H 5.828 -2.747 -2.269  C117 1.090
129 H 5.675 -3.515 -3.858  C117 1.092
130 H 6.990 -3.968 -2.758  C117 1.091
131 H 2.405 -6.184 0.675  C119 1.092
132 H 3.243 -7.290 1.755  C119 1.089
133 H 3.640 -7.019 -1.258  C120 1.089
134 H 3.123 -8.440 -0.365  C120 1.090
135 H 4.797 -7.859 -0.238  C120 1.089
136 O 2.746 -8.487 -3.651  P137 1.478
137 P 2.453 -8.933 -5.030  O136 1.478, O138 1.615, O141 1.635, O144 1.619
138 O 2.181 -7.613 -5.918  P137 1.615, C139 1.432
139 C 3.261 -6.706 -6.172  O138 1.432, C140 1.518, H147 1.094, H148 1.089
140 C 4.173 -7.203 -7.279  C139 1.518, H149 1.092, H150 1.091, H151 1.090
141 O 0.910 -9.460 -4.913  P137 1.635, C142 1.428
142 C 0.353 -9.842 -3.655  O141 1.428, C143 1.514, H152 1.090, H153 1.093
143 C -0.528 -8.742 -3.103  C142 1.514, H154 1.090, H155 1.091, H156 1.091
144 O 2.775 -9.923 -6.271  P137 1.619, C145 1.451
145 C 3.288 -11.252 -5.997  O144 1.451, C146 1.517, H157 1.092, H158 1.089
146 C 2.173 -12.236 -5.695  C145 1.517, H159 1.090, H160 1.090, H161 1.089
147 H 3.825 -6.531 -5.251  C139 1.094
148 H 2.805 -5.761 -6.465  C139 1.089
149 H 4.712 -8.101 -6.971  C140 1.092
150 H 4.906 -6.440 -7.543  C140 1.091
151 H 3.594 -7.462 -8.165  C140 1.090
152 H 1.136 -10.111 -2.945  C142 1.090
153 H -0.246 -10.739 -3.832  C142 1.093
154 H 0.022 -7.804 -3.019  C143 1.090
155 H -0.912 -9.012 -2.118  C143 1.091
156 H -1.371 -8.562 -3.770  C143 1.091
157 H 4.011 -11.217 -5.179  C145 1.092
158 H 3.822 -11.562 -6.894  C145 1.089
159 H 1.784 -12.093 -4.687  C146 1.090
160 H 2.542 -13.260 -5.764  C146 1.090
161 H 1.344 -12.105 -6.389  C146 1.089

The spin multiplicity is 2. The value obtained for the LUMO energy (spin up / spin down) is 0.274 / 0.058 eV.